No. 1
The following is a DFT calculation (ωB97M-V/def2-TZVPD) of the ion C6H8N with charge +1 at a distorted geometry.

The geometry in ORCA input format:
```
! wB97M-V def2-TZVPD RIJCOSX def2/J DEFGRID3
* xyz 1 1
C 2.59 -0.05 -0.40
C 0.01 -1.16 -0.54
C -1.62 -0.19 0.31
C -1.35 -1.63 -0.18
C 0.45 1.26 0.16
C 1.89 0.88 0.08
N -0.29 0.08 -0.19
H 3.27 -0.67 -0.86
H -2.23 0.37 -0.38
H -1.85 -0.10 1.40
H -1.50 -2.51 0.43
H -1.97 -1.69 -1.11
H 0.01 1.62 1.12
H 0.32 2.12 -0.56
H 2.27 1.68 0.72
*
```

## Properties
- E_HOMO (spin up / spin down) (eV) = -14.153 / -13.334



No. 2
The following is a DFT calculation (ωB97M-V/def2-TZVPD) of a cluster of 4 separate species, C20H35F4NO11P2Si in total at a distorted geometry.

The geometry in ORCA input format:
```
! wB97M-V def2-TZVPD RIJCOSX def2/J DEFGRID3
* xyz 0 1
C -3.53 -1.51 -4.64
C -2.29 -1.59 -3.76
P -1.07 -2.77 -4.50
C -2.03 -4.34 -4.69
Si 0.38 -3.08 -2.83
C 1.86 -4.10 -3.44
C 2.45 -4.95 -2.37
O 2.66 -4.61 -1.21
F 2.76 -6.18 -2.78
C 0.82 -1.48 -1.95
C 1.96 -0.64 -2.53
O 1.99 0.60 -1.86
C 1.80 -0.30 -4.00
F 2.52 0.78 -4.31
F 0.54 -0.05 -4.32
F 2.25 -1.29 -4.77
P -0.70 -4.30 -1.24
N -0.88 -3.40 0.08
H -3.21 -1.30 -5.66
H -4.11 -0.65 -4.33
H -4.11 -2.41 -4.61
H -2.57 -1.90 -2.76
H -1.84 -0.62 -3.66
H -2.65 -4.25 -5.57
H -1.35 -5.16 -4.88
H -2.65 -4.59 -3.85
H 2.66 -3.52 -3.88
H 1.50 -4.76 -4.23
H -0.07 -0.87 -1.91
H 1.07 -1.71 -0.93
H 2.92 -1.12 -2.36
H 1.94 0.41 -0.92
H -1.96 -4.70 -1.74
H -0.01 -5.52 -0.99
H -1.87 -3.33 0.27
C -2.43 1.56 1.07
C -1.18 1.10 1.77
C -0.54 2.11 2.70
O 0.84 1.68 2.69
C 1.06 1.07 1.51
O 2.13 0.76 1.09
O -0.10 0.87 0.84
H -2.74 0.83 0.32
H -3.24 1.70 1.78
H -2.26 2.51 0.56
H -1.37 0.16 2.29
H -0.94 2.08 3.71
H -0.58 3.13 2.32
C 5.35 0.50 2.57
C 6.20 1.60 2.00
C 6.78 1.32 0.63
O 7.96 2.13 0.63
C 8.36 2.26 1.92
O 9.40 2.72 2.26
O 7.41 1.79 2.76
H 5.09 0.71 3.60
H 4.43 0.39 1.99
H 5.89 -0.46 2.57
H 5.65 2.54 2.00
H 6.12 1.61 -0.18
H 7.08 0.28 0.50
C -5.86 4.37 6.29
C -5.52 4.49 4.82
C -5.93 3.32 3.96
O -4.98 3.39 2.89
C -3.86 3.98 3.38
O -2.82 4.02 2.81
O -4.09 4.49 4.61
H -5.41 5.18 6.85
H -6.94 4.40 6.43
H -5.47 3.43 6.70
H -5.91 5.43 4.42
H -6.95 3.40 3.58
H -5.81 2.36 4.47
*
```

## Properties
- SMILES = CCP(C)[Si@@](CC(=O)F)(C[C@H](O)C(F)(F)F)[PH2]=N.C[C@@H]1COC(=O)O1.C[C@@H]1COC(=O)O1.C[C@@H]1COC(=O)O1
- E_HOMO (eV) = -8.012



No. 3
The following is a DFT calculation (ωB97M-V/def2-TZVPD) of the molecule C3H6O2 at a distorted geometry.

The geometry in ORCA input format:
```
! wB97M-V def2-TZVPD RIJCOSX def2/J DEFGRID3
* xyz 0 1
C 1.09 0.49 0.01
C -0.40 0.39 -0.34
C -1.41 -0.26 0.51
H 0.67 -1.53 -0.21
H 1.62 1.10 -0.99
H 1.46 1.06 0.77
H -0.46 1.38 -0.62
H -2.40 -0.13 0.49
H -0.91 -0.86 1.22
O 1.61 -0.95 0.00
O -0.88 -0.68 -0.83
*
```

## Properties
- SMILES = OC[C@@H]1CO1
- E_HOMO (eV) = -9.898



No. 4
The following is a DFT calculation (ωB97M-V/def2-TZVPD) of the molecule C22H18Br2O at a distorted geometry.

The geometry in ORCA input format:
```
! wB97M-V def2-TZVPD RIJCOSX def2/J DEFGRID3
* xyz 0 1
Br 5.62 -4.98 -1.33
C 4.26 -3.68 -1.10
C 4.03 -2.68 -2.05
C 3.00 -1.73 -1.85
C 2.16 -1.82 -0.75
C 0.81 -1.07 -0.71
C 0.11 -1.26 0.61
C -1.00 -0.57 0.86
C -1.89 -0.82 1.93
C -3.12 -0.11 2.02
C -4.00 -0.34 3.07
C -3.67 -1.28 4.07
Br -4.81 -1.58 5.53
C -2.45 -1.99 4.01
C -1.59 -1.77 2.95
C 2.53 -2.73 0.27
C 3.51 -3.70 0.07
H 4.68 -2.61 -2.92
H 2.88 -0.89 -2.55
H 0.16 -1.24 -1.67
H 0.48 -1.98 1.37
H -1.22 0.25 0.20
H -3.36 0.60 1.22
H -4.95 0.21 3.13
H -2.18 -2.69 4.79
H -0.67 -2.35 2.89
H 2.07 -2.71 1.26
H 3.70 -4.43 0.85
C -1.37 5.23 -2.39
C -0.74 3.92 -1.99
C -0.22 3.81 -0.70
C 0.40 2.65 -0.25
C 0.52 1.53 -1.11
O 1.13 0.45 -0.59
C 0.10 1.67 -2.46
C -0.49 2.86 -2.87
H -1.67 5.24 -3.44
H -2.26 5.50 -1.79
H -0.61 6.02 -2.24
H -0.26 4.66 -0.02
H 0.83 2.53 0.75
H 0.29 0.85 -3.16
H -0.75 3.02 -3.92
*
```

## Properties
- SMILES = Cc1ccc(O[C@H](/C=C/c2ccc(Br)cc2)c2ccc(Br)cc2)cc1
- E_HOMO (eV) = -7.998



No. 5
The following is a DFT calculation (ωB97M-V/def2-TZVPD) of a cluster of 2 separate species, C3H7NO2 in total at a distorted geometry.

The geometry in ORCA input format:
```
! wB97M-V def2-TZVPD RIJCOSX def2/J DEFGRID3
* xyz 0 1
C 0.70 0.46 -0.50
C -0.55 0.90 0.12
C 0.86 0.13 -1.95
N -1.05 -1.14 2.29
O 0.35 1.83 -0.09
O -0.75 0.15 2.24
H 1.42 -0.21 0.03
H -1.59 0.98 -0.21
H 1.93 0.33 -2.21
H 0.21 0.77 -2.49
H 0.71 -0.96 -2.18
H -0.32 -1.82 2.06
H -1.92 -1.43 2.89
*
```

## Properties
- E_HOMO (spin up / spin down) (eV) = -8.329 / -7.046



No. 6
The following is a DFT calculation (ωB97M-V/def2-TZVPD) of a structure of composition C21H35AsIrN4O3S2Si3.

The geometry in ORCA input format:
```
! wB97M-V def2-TZVPD RIJCOSX def2/J DEFGRID3
* xyz -1 1
Ir 0.09 1.57 -0.01
N 0.56 2.20 -1.93
C 2.03 2.07 -2.07
C 2.76 2.37 -0.75
O 3.96 2.65 -0.77
N 1.97 2.22 0.31
C 2.40 2.32 1.67
C 1.33 1.71 2.60
O 1.57 1.64 3.79
O 0.23 1.27 2.06
H 0.02 1.77 -2.67
H 0.32 3.19 -1.91
H 2.42 2.73 -2.85
H 2.26 1.04 -2.34
H 2.57 3.35 1.99
H 3.34 1.79 1.84
S -2.09 0.99 -0.77
C -2.95 2.51 -0.72
C -4.27 2.56 -1.17
C -4.99 3.75 -1.18
C -6.34 3.75 -1.67
N -7.41 3.74 -2.07
C -4.38 4.92 -0.71
C -3.07 4.87 -0.24
C -2.35 3.67 -0.23
S -0.73 3.68 0.42
C -5.08 6.17 -0.71
N -5.64 7.18 -0.72
H -4.74 1.66 -1.53
H -2.60 5.77 0.12
C 0.40 -4.17 -1.64
Si -0.13 -2.36 -1.68
C -1.99 -2.39 -1.81
C 0.59 -1.59 -3.24
As 0.59 -0.99 0.11
Si -0.61 -1.75 2.04
C 0.36 -1.68 3.63
C -1.05 -3.55 1.74
C -2.19 -0.78 2.22
Si 2.82 -1.74 0.51
C 2.96 -3.62 0.48
C 3.96 -1.10 -0.82
C 3.42 -1.24 2.21
H -0.08 -4.64 -2.51
H 0.05 -4.68 -0.75
H 1.47 -4.31 -1.74
H -2.27 -3.06 -2.63
H -2.41 -1.40 -2.01
H -2.46 -2.77 -0.90
H 0.17 -2.06 -4.13
H 1.68 -1.71 -3.28
H 0.36 -0.52 -3.28
H 1.04 -2.53 3.73
H -0.36 -1.75 4.45
H 0.91 -0.75 3.76
H -0.16 -4.16 1.52
H -1.76 -3.67 0.92
H -1.51 -3.96 2.64
H -1.96 0.27 2.43
H -2.75 -1.19 3.06
H -2.81 -0.81 1.32
H 3.07 -4.00 -0.54
H 2.12 -4.13 0.95
H 3.87 -3.90 1.03
H 3.80 -1.65 -1.75
H 5.00 -1.27 -0.51
H 3.88 -0.04 -1.03
H 3.07 -1.95 2.96
H 3.13 -0.25 2.54
H 4.51 -1.28 2.20
*
```

## Properties
- E_HOMO (eV) = -4.735